24
Properties=species:S:1:pos:R:3:nbo_charge:R:1 method="wB97M-V/def2-TZVPD" orbital_gap_ev=11.0 spin_multiplicity=1 smiles=CC(C)CCCO.O charge=0 relative_energy_kcal_mol=29.5 e_homo_ev=-10.4
H -0.98 1.70 -1.84 0.20
H 2.55 -1.74 0.26 0.21
O -0.46 2.94 0.10 -0.73
H -3.20 -1.65 0.71 0.46
H 2.11 -1.28 -1.32 0.21
H -0.53 -1.89 1.25 0.22
C 0.83 -0.55 0.25 -0.21
H -0.73 -0.84 -1.08 0.21
C 0.59 2.43 -0.77 -0.06
C -0.08 1.21 -1.44 -0.45
C 0.20 -1.15 1.58 -0.60
H -1.27 2.47 -0.04 0.46
H -2.35 -0.67 1.33 0.46
H 1.05 -1.54 2.15 0.21
H 1.21 -2.61 -0.51 0.21
O -2.77 -1.51 1.57 -0.91
C -0.37 0.03 -0.51 -0.40
H -1.27 0.22 0.11 0.17
C 1.67 -1.63 -0.39 -0.61
H 0.98 3.15 -1.49 0.17
H 1.54 0.23 0.57 0.19
H 0.29 0.82 -2.39 0.22
H -0.43 -0.38 2.02 0.19
H 1.42 2.26 -0.10 0.18

---

12
Properties=species:S:1:pos:R:3:nbo_charge:R:1 method="wB97M-V/def2-TZVPD" orbital_gap_ev=9.7 spin_multiplicity=1 charge=0 relative_energy_kcal_mol=90.0 e_homo_ev=-9.5
C 0.19 0.59 -0.57 0.01
H -0.47 -0.26 1.50 0.18
H -0.24 1.07 -1.43 0.20
H -0.16 -1.54 -1.29 0.21
O 1.25 1.25 -0.01 -0.69
C -0.67 -0.16 0.39 0.00
H 0.93 1.42 1.16 0.46
H -2.38 0.66 0.09 0.47
C 0.28 -0.88 -0.47 0.06
O 1.47 -1.37 0.11 -0.69
O -2.04 -0.28 0.00 -0.69
H 1.83 -0.50 0.52 0.48

---

13
Properties=species:S:1:pos:R:3:nbo_charge:R:1 method="wB97M-V/def2-TZVPD" orbital_gap_ev="9.9 / 6.5" spin_multiplicity=2 charge=+1 relative_energy_kcal_mol=15.4 e_homo_ev="-14.8 / -14.8"
H 2.80 -0.26 0.65 0.22
H 1.72 0.16 2.02 0.20
C 1.41 1.40 0.26 -0.10
H 1.86 1.49 -0.74 0.18
H 0.44 -0.76 -1.66 0.58
O 0.82 -0.81 0.43 -0.54
O -1.49 -0.37 0.55 -0.80
C 1.80 0.09 0.93 -0.10
C -0.35 -0.04 0.01 0.92
H 1.66 2.29 0.86 0.23
O 0.00 1.29 0.16 -0.48
O -0.45 -0.40 -1.39 -0.83
Ga -2.17 -1.05 -0.92 1.53

---

11
Properties=species:S:1:pos:R:3:nbo_charge:R:1 method="wB97M-V/def2-TZVPD" orbital_gap_ev=11.8 spin_multiplicity=1 charge=+1 relative_energy_kcal_mol=17.5 e_homo_ev=-15.8
H 1.60 -0.02 -0.32 0.26
H -0.38 0.47 0.82 0.46
C 0.66 -0.61 -0.49 0.40
H -1.36 -0.79 -0.12 0.42
O -0.32 2.13 1.20 -0.95
N 0.58 -1.64 -1.30 -0.69
H -1.25 2.02 1.41 0.48
N -0.47 -0.42 0.22 -0.75
H -0.12 2.93 1.71 0.51
H 1.29 -1.86 -1.94 0.43
H -0.23 -2.22 -1.18 0.42